A 17-piece molecular cluster, C26H20Cl64IO2 overall. Source: the OMol25 dataset; level of theory: the ωB97M-V functional and the def2-TZVPD basis.

Properties
frontier orbital gap	2.97	eV
DFT total energy	-840910.072	eV
LUMO level	1.1	eV
largest force on an atom	1.230	eV/Å
HOMO level	-1.83	eV

The geometry in ORCA input format:
```
! RIJCOSX wB97M-V def2-TZVPD def2/J DEFGRID3
* xyz -1 1
C -3.471 -4.913 2.113
C -2.752 -4.456 0.840
O -3.413 -3.403 0.176
C -3.237 -2.135 0.857
C -2.344 -1.213 0.051
C -2.039 0.137 0.735
C -0.552 0.191 1.054
C -0.024 -0.933 1.987
C 1.045 -1.745 1.264
I 0.963 -0.127 3.770
O -2.831 0.125 1.980
C -2.534 1.182 2.848
C -3.833 1.665 3.510
H -3.041 -4.385 2.968
H -4.529 -4.657 2.099
H -3.299 -5.972 2.304
H -1.735 -4.128 1.101
H -2.655 -5.277 0.127
H -4.227 -1.706 1.000
H -2.788 -2.326 1.833
H -2.812 -1.036 -0.920
H -1.431 -1.783 -0.149
H -0.008 0.097 0.113
H -0.242 1.154 1.464
H -0.817 -1.609 2.297
H 0.597 -2.214 0.382
H 1.459 -2.549 1.875
H 1.842 -1.097 0.895
H -1.877 0.808 3.643
H -2.093 2.033 2.320
H -3.736 2.722 3.769
H -4.618 1.610 2.754
H -4.107 1.072 4.381
C -0.179 -0.883 -4.277
Cl 1.497 -1.229 -4.747
Cl -0.162 0.308 -2.966
Cl -1.039 -0.217 -5.675
Cl -0.966 -2.374 -3.770
C -0.032 -2.058 -9.310
Cl -1.456 -2.278 -10.336
Cl 0.347 -0.333 -9.200
Cl -0.356 -2.693 -7.704
Cl 1.343 -2.912 -10.025
C 4.449 1.740 -5.582
Cl 3.008 1.431 -6.552
Cl 4.722 3.485 -5.467
Cl 4.230 1.079 -3.964
Cl 5.850 0.979 -6.349
C -5.675 -7.610 -1.857
Cl -4.454 -8.423 -2.845
Cl -7.262 -8.341 -2.151
Cl -5.262 -7.781 -0.147
Cl -5.728 -5.904 -2.285
C 3.417 -2.044 6.651
Cl 2.652 -3.233 5.598
Cl 4.511 -2.855 7.790
Cl 4.360 -0.906 5.685
Cl 2.178 -1.172 7.555
C -2.168 -4.834 5.905
Cl -1.926 -5.232 7.613
Cl -3.814 -4.250 5.665
Cl -1.022 -3.590 5.420
Cl -1.890 -6.286 4.917
C -0.958 -8.567 -5.380
Cl -2.147 -9.531 -4.495
Cl -1.567 -8.231 -7.003
Cl -0.685 -7.049 -4.526
Cl 0.559 -9.467 -5.494
C 8.419 -1.674 10.070
Cl 6.899 -2.029 9.246
Cl 8.765 0.057 9.945
Cl 8.293 -2.121 11.775
Cl 9.730 -2.590 9.318
C 0.515 4.012 -0.291
Cl -0.195 2.863 -1.434
Cl 1.554 3.175 0.868
Cl 1.489 5.185 -1.211
Cl -0.745 4.866 0.606
C -3.128 5.590 -3.583
Cl -4.337 5.057 -2.418
Cl -3.400 7.287 -4.011
Cl -1.521 5.432 -2.878
Cl -3.235 4.599 -5.044
C 6.743 2.851 5.858
Cl 5.968 1.740 4.733
Cl 7.795 1.931 6.946
Cl 7.710 4.029 4.963
Cl 5.511 3.691 6.800
C -6.270 -8.137 4.849
Cl -7.200 -6.961 5.786
Cl -4.616 -7.549 4.668
Cl -6.234 -9.684 5.713
Cl -7.062 -8.373 3.285
C -0.137 9.816 -5.812
Cl 1.512 9.717 -6.444
Cl -0.494 8.376 -4.866
Cl -0.299 11.253 -4.795
Cl -1.271 9.919 -7.164
C 5.648 4.599 10.846
Cl 6.942 3.596 10.189
Cl 4.095 4.054 10.207
Cl 5.636 4.466 12.609
Cl 5.916 6.283 10.384
C -2.594 8.193 -10.931
Cl -0.855 8.475 -10.792
Cl -2.910 7.146 -12.319
Cl -3.189 7.420 -9.461
Cl -3.421 9.739 -11.159
C 4.948 7.966 -8.236
Cl 5.147 9.226 -7.012
Cl 4.779 6.397 -7.448
Cl 3.504 8.299 -9.195
Cl 6.365 7.947 -9.293
*
```

C26H20N3O2Re as an isolated structure. Source: the OMol25 dataset; level of theory: the ωB97M-V functional and the def2-TZVPD basis.

Properties
frontier orbital gap (spin up / spin down)	5.44 / 6.39	eV
expectation value of S²	1.17
DFT total energy	-37974.497	eV
LUMO level (spin up / spin down)	-5.5 / -4.5	eV
largest force on an atom	3.192	eV/Å
HOMO level (spin up / spin down)	-10.90 / -10.86	eV

The geometry in ORCA input format:
```
! RIJCOSX wB97M-V def2-TZVPD def2/J DEFGRID3
* xyz 1 2
Re -1.475 0.702 -0.917
O -1.313 0.641 -2.838
C -0.326 0.928 -3.628
C -0.416 0.609 -5.000
C 0.603 0.895 -5.866
C 1.768 1.531 -5.409
C 1.894 1.857 -4.090
C 0.879 1.564 -3.150
C 1.094 1.922 -1.808
N 0.279 1.700 -0.788
N 0.639 2.136 0.402
C -0.243 1.883 1.356
O -1.348 1.283 1.059
C 0.113 2.232 2.722
C -0.690 1.828 3.792
C -0.262 2.048 5.086
C 0.953 2.680 5.321
C 1.739 3.108 4.259
C 1.321 2.893 2.964
H -1.315 0.114 -5.330
H 0.518 0.626 -6.905
H 2.564 1.754 -6.100
H 2.783 2.354 -3.731
H 2.018 2.431 -1.554
H -1.628 1.334 3.592
H -0.868 1.719 5.915
H 1.290 2.838 6.335
H 2.683 3.599 4.441
H 1.908 3.217 2.122
C 3.054 -1.970 0.009
C 2.244 -1.952 1.136
C 0.883 -1.748 1.017
C 0.325 -1.526 -0.246
C 1.138 -1.565 -1.380
C 2.493 -1.800 -1.248
N -1.023 -1.179 -0.361
C -1.991 -1.961 0.202
C -1.782 -3.317 0.507
C -2.803 -4.063 1.056
C -4.036 -3.484 1.325
C -4.265 -2.151 1.000
C -3.264 -1.402 0.427
H 4.115 -2.132 0.112
H 2.670 -2.108 2.113
H 0.245 -1.730 1.887
H 0.684 -1.456 -2.351
H 3.110 -1.862 -2.130
H -0.833 -3.777 0.279
H -2.639 -5.107 1.273
H -4.821 -4.076 1.771
H -5.230 -1.710 1.195
H -3.438 -0.350 0.154
*
```

C26H21AsN8O7PtS as an isolated structure. Source: the OMol25 dataset; level of theory: the ωB97M-V functional and the def2-TZVPD basis.

Properties
energy above the lowest of the compared OMol25 structures with the same formula, charge and spin	1.7358	eV
frontier orbital gap	8.38	eV
DFT total energy	-128475.033	eV
LUMO level	-0.3	eV
largest force on an atom	1.321	eV/Å
HOMO level	-8.64	eV

The geometry in ORCA input format:
```
! RIJCOSX wB97M-V def2-TZVPD def2/J DEFGRID3
* xyz 0 1
Pt -0.479 0.110 -0.440
C -0.740 -5.383 -0.739
N -0.787 -3.988 -1.134
C -0.275 -2.938 -0.499
N -0.503 -1.857 -1.228
C -1.163 -2.319 -2.322
N -1.349 -3.614 -2.300
C 0.394 -6.128 -1.400
C 0.156 -7.288 -2.122
C 1.211 -7.990 -2.692
C 2.509 -7.535 -2.554
C 2.751 -6.362 -1.840
C 1.697 -5.664 -1.266
C 4.119 -5.881 -1.675
N 5.225 -6.519 -1.853
N 6.242 -5.642 -1.542
C 5.681 -4.533 -1.195
O 4.328 -4.607 -1.259
C 6.308 -3.286 -0.769
C 7.619 -3.303 -0.305
C 8.208 -2.117 0.105
C 7.499 -0.928 0.045
C 6.192 -0.907 -0.430
C 5.476 0.423 -0.518
N 4.119 0.329 -1.003
C 2.973 0.207 -0.319
N 1.962 0.137 -1.159
C 2.559 0.210 -2.376
N 3.865 0.325 -2.326
C 5.596 -2.091 -0.833
H -1.699 -5.828 -0.997
H -0.639 -5.401 0.348
H 0.188 -2.957 0.472
H -1.510 -1.682 -3.118
H -0.859 -7.646 -2.241
H 1.015 -8.894 -3.253
H 3.342 -8.068 -2.991
H 1.900 -4.759 -0.706
H 8.155 -4.240 -0.266
H 9.225 -2.120 0.474
H 7.967 -0.005 0.365
H 6.007 1.081 -1.206
H 5.455 0.912 0.457
H 2.909 0.189 0.757
H 2.018 0.194 -3.307
H 4.585 -2.091 -1.218
O -1.283 -2.543 2.765
As -1.422 -0.865 2.181
O -1.610 0.139 3.426
O 0.040 -0.823 1.287
C -2.980 -1.046 0.982
C -3.734 -2.189 1.220
C -4.892 -2.466 0.499
C -5.331 -1.582 -0.465
C -4.604 -0.423 -0.705
C -3.440 -0.160 -0.003
S -2.626 1.349 -0.526
O -1.570 1.628 0.508
O -3.617 2.357 -0.684
O -1.848 1.043 -1.780
H -1.262 -2.510 3.729
H -3.406 -2.885 1.980
H -5.446 -3.371 0.709
H -6.233 -1.778 -1.028
H -4.942 0.290 -1.445
*
```

C26H21BrF4N6O2Re as an isolated structure. Source: the OMol25 dataset; level of theory: the ωB97M-V functional and the def2-TZVPD basis.

Properties
energy above the lowest of the compared OMol25 structures with the same formula, charge and spin	1.3114	eV
frontier orbital gap (spin up / spin down)	5.66 / 6.39	eV
expectation value of S²	1.22
DFT total energy	-123364.262	eV
LUMO level (spin up / spin down)	-8.6 / -7.9	eV
largest force on an atom	3.225	eV/Å
HOMO level (spin up / spin down)	-14.28 / -14.30	eV

The geometry in ORCA input format:
```
! RIJCOSX wB97M-V def2-TZVPD def2/J DEFGRID3
* xyz 2 2
Re -0.550 -0.918 -1.068
C -3.158 0.251 -2.512
N -2.674 -0.108 -1.159
C -3.694 -0.988 -0.560
C -2.594 1.141 -0.351
C -1.424 1.990 -0.849
N -0.333 1.091 -1.180
C 0.826 1.616 -1.708
C 1.364 1.037 -2.870
F 0.669 -0.023 -3.368
C 2.503 1.530 -3.484
F 2.931 0.976 -4.608
C 3.179 2.611 -2.932
C 2.693 3.182 -1.768
F 3.331 4.194 -1.207
C 1.537 2.696 -1.164
F 1.110 3.217 -0.003
H -3.971 0.980 -2.445
H -3.549 -0.631 -3.011
H -2.355 0.670 -3.115
H -4.661 -0.482 -0.540
H -3.435 -1.265 0.460
H -3.802 -1.887 -1.163
H -2.438 0.869 0.695
H -3.527 1.708 -0.420
H -1.148 2.727 -0.088
H -1.705 2.555 -1.748
H 4.077 2.994 -3.392
Br -1.874 -2.081 -4.634
C -0.474 -3.064 -3.851
C 0.085 -4.108 -4.580
C 1.106 -4.851 -4.018
C 1.570 -4.496 -2.758
C 0.974 -3.420 -2.132
N -0.058 -2.724 -2.631
C 1.563 -2.884 -0.822
O 2.213 -3.583 -0.096
O 1.268 -1.643 -0.665
H -0.269 -4.323 -5.576
H 1.542 -5.681 -4.551
H 2.376 -5.011 -2.260
N 1.960 3.869 8.174
C 1.673 3.247 7.259
C 1.313 2.432 6.158
C 1.052 1.082 6.391
C 0.687 0.262 5.344
C 0.572 0.772 4.052
C 0.854 2.121 3.822
C 1.224 2.948 4.866
N 0.140 -0.068 3.001
C -0.260 -1.375 3.104
C -0.670 -1.768 1.868
N -0.530 -0.715 1.008
C -0.024 0.288 1.721
H 1.136 0.688 7.392
H 0.493 -0.774 5.556
H 0.788 2.550 2.839
H 1.441 3.990 4.681
H -0.236 -1.940 4.010
H -1.053 -2.726 1.568
H 0.212 1.252 1.321
*
```